[1]
6 unconnected molecules or ions with the total composition C21H59N7O6, computed with ωB97M-V with the def2-TZVPD basis set.

Properties
frontier orbital gap: 9.08 eV
SMILES: COC[C@H](C)N.COC[C@H](C)N.COC[C@H](C)N.COC[C@H](C)N.COC[C@H](C)N.NC(N)=O
HOMO: -0.3151 hartree
lowest unoccupied orbital energy: 0.508 eV
total charge: 0
spin multiplicity: 1

Each line ends with the Löwdin charge.
Atoms and positions in Å:
C 1.02 -1.09 3.65  -0.106
O -0.27 -0.73 4.07  -0.174
C -1.26 -1.49 3.43  -0.232
C -2.56 -1.39 4.21  -0.427
C -2.38 -1.76 5.68  -0.062
N -3.54 -2.26 3.54  0.035
H 1.14 -0.96 2.57  0.075
H 1.23 -2.14 3.88  0.090
H 1.73 -0.44 4.15  0.086
H -1.46 -1.12 2.41  0.092
H -0.99 -2.55 3.30  0.132
H -3.00 -0.39 4.16  0.130
H -1.80 -2.68 5.79  0.081
H -3.35 -1.96 6.15  0.070
H -1.86 -0.99 6.25  0.073
H -3.23 -3.23 3.53  0.077
H -4.46 -2.21 3.93  0.073
C -4.21 -1.04 -3.73  -0.113
O -4.32 0.05 -2.85  -0.179
C -3.55 -0.12 -1.68  -0.225
C -4.22 -0.89 -0.56  -0.416
C -5.60 -0.40 -0.21  -0.052
N -3.33 -0.72 0.61  0.033
H -3.27 -1.01 -4.30  0.087
H -5.03 -0.98 -4.45  0.086
H -4.20 -1.99 -3.19  0.087
H -2.55 -0.51 -1.87  0.123
H -3.37 0.90 -1.31  0.116
H -4.27 -1.97 -0.76  0.137
H -5.65 0.69 -0.17  0.085
H -5.98 -0.82 0.73  0.076
H -6.33 -0.72 -0.97  0.079
H -2.63 -1.46 0.66  0.043
H -3.86 -0.82 1.47  0.050
C -1.71 4.95 -0.62  -0.116
O -0.87 4.20 0.23  -0.193
C -1.53 3.08 0.79  -0.223
C -2.85 3.30 1.53  -0.447
C -2.73 4.35 2.62  -0.059
N -3.21 2.02 2.17  0.048
H -2.15 4.32 -1.41  0.093
H -1.09 5.70 -1.12  0.089
H -2.45 5.49 -0.03  0.079
H -1.72 2.36 -0.03  0.103
H -0.83 2.53 1.43  0.126
H -3.65 3.61 0.86  0.131
H -2.09 4.07 3.45  0.083
H -3.74 4.57 2.98  0.081
H -2.37 5.29 2.19  0.070
H -2.67 1.95 3.03  0.059
H -3.07 1.20 1.59  0.024
C 5.69 -1.31 -1.51  -0.090
O 5.82 -2.70 -1.80  -0.190
C 5.74 -3.55 -0.69  -0.232
C 4.36 -3.55 -0.05  -0.444
C 4.34 -4.49 1.15  -0.062
N 3.31 -3.96 -1.01  0.041
H 4.65 -1.07 -1.31  0.068
H 6.13 -0.81 -2.37  0.087
H 6.27 -1.02 -0.63  0.095
H 6.03 -4.55 -1.04  0.133
H 6.50 -3.33 0.07  0.129
H 4.16 -2.54 0.31  0.120
H 3.34 -4.51 1.58  0.081
H 5.02 -4.16 1.93  0.081
H 4.61 -5.49 0.82  0.082
H 3.62 -3.63 -1.92  0.080
H 3.29 -4.97 -1.07  0.082
C 4.80 2.90 -5.14  -0.106
O 3.57 2.38 -4.69  -0.170
C 3.51 2.31 -3.30  -0.257
C 2.17 1.77 -2.89  -0.418
C 1.00 2.65 -3.38  -0.031
N 2.07 1.52 -1.44  0.035
H 5.02 3.86 -4.66  0.090
H 4.77 3.01 -6.22  0.089
H 5.63 2.23 -4.87  0.088
H 4.31 1.67 -2.88  0.121
H 3.67 3.31 -2.84  0.136
H 2.05 0.81 -3.40  0.134
H 0.65 2.21 -4.32  0.080
H 1.37 3.64 -3.64  0.080
H 0.14 2.62 -2.72  0.067
H 3.01 1.42 -1.07  0.073
H 1.73 2.37 -0.99  0.082
N 1.44 -1.73 -0.40  0.158
C 0.15 -1.48 -0.03  -0.677
N -0.18 -0.15 -0.03  0.169
O -0.65 -2.35 0.29  -0.001
H 1.89 -1.06 -1.00  0.064
H 1.81 -2.68 -0.40  0.054
H 0.50 0.56 -0.24  0.053
H -1.17 0.06 0.01  0.047


[2]
A molecular structure, C51H57GeN3O2PdSSiTe, computed with ωB97M-V with the def2-TZVPD basis set.

Properties
frontier orbital gap (alpha / beta): 5.84 / 6.25 eV
HOMO (alpha / beta): -0.2271 / -0.2833 hartree
lowest unoccupied orbital energy (alpha / beta): -0.341 / -1.457 eV
total charge: 0
spin multiplicity: 5

Each line ends with the Löwdin charge.
Atoms and positions in Å:
Pd 0.18 -0.14 0.04  0.931
C -0.19 2.09 5.34  -0.102
C -0.56 3.16 4.53  -0.093
C -0.55 3.05 3.15  -0.030
C -0.15 1.85 2.54  -0.268
C 0.22 0.78 3.36  -0.091
C 0.20 0.90 4.74  -0.094
N -0.15 1.71 1.14  -0.079
N -0.70 2.73 0.52  0.039
C -1.07 2.50 -0.75  -0.362
C -1.65 3.57 -1.49  -0.017
C -2.04 3.36 -2.78  -0.069
C -1.84 2.10 -3.37  -0.073
C -1.27 1.11 -2.60  -0.164
N -0.92 1.28 -1.32  0.066
H -0.20 2.19 6.42  0.096
H -0.86 4.10 4.98  0.100
H -0.84 3.88 2.53  0.094
H 0.50 -0.15 2.91  0.028
H 0.49 0.06 5.35  0.096
H -1.76 4.52 -0.99  0.110
H -2.48 4.16 -3.35  0.105
H -2.11 1.89 -4.39  0.107
H -1.07 0.14 -3.02  0.090
Te 2.95 -0.02 1.18  1.567
C 3.69 -0.36 3.15  -0.514
C 3.00 -1.09 4.11  -0.163
C 3.53 -1.28 5.38  -0.084
C 4.77 -0.73 5.70  -0.086
C 5.46 0.01 4.76  -0.083
C 4.92 0.19 3.49  -0.139
C 3.72 -1.89 0.50  -0.443
C 4.21 -2.83 1.40  -0.130
C 4.76 -4.02 0.95  -0.091
C 4.81 -4.30 -0.41  -0.095
C 4.31 -3.36 -1.31  -0.076
C 3.78 -2.16 -0.86  -0.137
H 2.04 -1.54 3.87  0.079
H 2.99 -1.86 6.12  0.104
H 5.18 -0.87 6.69  0.102
H 6.42 0.44 5.00  0.103
H 5.47 0.77 2.76  0.091
H 4.19 -2.64 2.47  0.084
H 5.14 -4.74 1.66  0.105
H 5.23 -5.23 -0.77  0.102
H 4.34 -3.57 -2.38  0.104
H 3.39 -1.45 -1.56  0.050
C -0.19 -1.97 -0.67  -0.321
Ge -1.15 -2.71 -2.22  0.925
C -1.77 -4.52 -1.80  -0.282
C -2.98 -4.72 -1.14  -0.114
C -3.42 -5.99 -0.81  -0.084
C -2.66 -7.10 -1.16  -0.088
C -1.47 -6.93 -1.84  -0.082
C -1.03 -5.65 -2.16  -0.124
C -2.76 -1.66 -2.56  -0.299
C -3.25 -1.51 -3.86  -0.102
C -4.41 -0.78 -4.10  -0.085
C -5.09 -0.19 -3.04  -0.085
C -4.61 -0.32 -1.75  -0.071
C -3.45 -1.06 -1.51  -0.117
C 0.07 -2.79 -3.72  -0.276
C 1.30 -2.13 -3.62  -0.116
C 2.21 -2.18 -4.67  -0.079
C 1.91 -2.90 -5.82  -0.081
C 0.70 -3.56 -5.92  -0.086
C -0.21 -3.51 -4.88  -0.118
H -3.61 -3.87 -0.88  0.091
H -4.37 -6.13 -0.30  0.103
H -3.00 -8.10 -0.91  0.101
H -0.87 -7.78 -2.13  0.104
H -0.09 -5.52 -2.69  0.104
H -2.72 -1.95 -4.70  0.096
H -4.78 -0.67 -5.11  0.103
H -5.98 0.39 -3.23  0.102
H -5.12 0.16 -0.92  0.107
H -3.06 -1.11 -0.50  0.078
H 1.52 -1.55 -2.73  0.058
H 3.15 -1.64 -4.59  0.102
H 2.63 -2.93 -6.63  0.103
H 0.47 -4.13 -6.82  0.102
H -1.15 -4.05 -4.97  0.103
C 2.38 3.05 -1.39  -0.159
Si 2.45 1.35 -2.17  0.238
C 4.26 0.92 -2.44  -0.173
C 1.69 1.42 -3.89  -0.154
O 1.83 0.19 -1.17  -0.661
H 2.90 3.77 -2.04  0.033
H 2.88 3.06 -0.42  0.021
H 1.36 3.41 -1.24  0.009
H 4.75 1.76 -2.94  0.034
H 4.39 0.04 -3.07  0.018
H 4.80 0.74 -1.50  0.017
H 2.49 1.53 -4.63  0.033
H 1.01 2.26 -4.01  0.023
H 1.14 0.51 -4.15  0.008
C -3.63 -2.78 4.38  -0.102
C -2.68 -2.12 3.38  -0.291
C -2.44 -3.03 2.19  -0.280
S -1.10 -2.48 1.00  0.841
O -1.34 -0.96 1.23  -0.559
C 0.32 -2.98 2.01  -0.330
C 0.68 -4.45 1.87  -0.249
C 1.21 -4.82 0.49  -0.077
H -3.82 -2.12 5.23  0.074
H -3.22 -3.71 4.77  0.074
H -4.60 -3.01 3.91  0.075
H -1.74 -1.88 3.88  0.096
H -3.08 -1.17 3.04  0.110
H -3.34 -3.12 1.57  0.085
H -2.14 -4.04 2.48  0.087
H 0.07 -2.70 3.03  0.088
H 1.14 -2.35 1.66  0.031
H -0.18 -5.08 2.13  0.101
H 1.44 -4.66 2.63  0.114
H 0.43 -4.72 -0.26  0.039
H 1.55 -5.86 0.47  0.088
H 2.04 -4.18 0.21  0.054


[3]
13 unconnected molecules or ions with the total composition C58H55F8N5, computed with ωB97M-V with the def2-TZVPD basis set.

Properties
frontier orbital gap: 9.27 eV
HOMO: -0.3283 hartree
lowest unoccupied orbital energy: 0.334 eV
total charge: 0
spin multiplicity: 1

Each line ends with the Löwdin charge.
Atoms and positions in Å:
F 7.28 -2.55 -1.15  0.034
C 6.39 -1.92 -1.96  -0.280
C 5.18 -2.58 -2.18  -0.009
C 4.30 -2.02 -3.08  -0.093
C 4.58 -0.78 -3.64  -0.086
C 5.77 -0.12 -3.35  -0.080
C 6.71 -0.72 -2.53  -0.027
H 4.97 -3.47 -1.59  0.099
H 3.39 -2.55 -3.33  0.079
H 3.88 -0.28 -4.30  0.098
H 5.90 0.85 -3.81  0.112
H 7.71 -0.31 -2.41  0.121
F -3.44 0.62 0.67  0.053
C -4.18 1.51 1.35  -0.301
C -4.37 1.36 2.69  -0.010
C -5.16 2.28 3.39  -0.080
C -5.72 3.32 2.70  -0.100
C -5.51 3.52 1.32  -0.069
C -4.70 2.60 0.67  -0.036
H -4.04 0.42 3.12  0.121
H -5.38 2.07 4.42  0.108
H -6.30 4.09 3.21  0.102
H -5.90 4.36 0.78  0.102
H -4.57 2.68 -0.40  0.115
F -0.14 8.04 -0.59  0.047
C -0.73 6.87 -0.93  -0.283
C 0.01 5.97 -1.68  -0.001
C -0.66 4.82 -2.07  -0.075
C -1.91 4.50 -1.59  -0.105
C -2.63 5.45 -0.85  -0.085
C -2.03 6.66 -0.51  -0.011
H 0.99 6.29 -2.00  0.122
H -0.10 4.01 -2.53  0.100
H -2.40 3.54 -1.69  0.088
H -3.61 5.25 -0.45  0.087
H -2.59 7.44 -0.02  0.115
F -1.72 5.20 4.80  0.063
C -1.09 4.42 3.90  -0.286
C -1.66 4.11 2.70  -0.009
C -1.01 3.21 1.86  -0.074
C 0.31 2.84 2.08  -0.083
C 0.91 3.26 3.26  -0.083
C 0.19 3.96 4.21  -0.025
H -2.62 4.54 2.44  0.115
H -1.50 2.97 0.92  0.088
H 0.85 2.28 1.34  0.094
H 1.93 2.92 3.40  0.106
H 0.66 4.15 5.17  0.110
F -5.41 -0.16 -0.98  0.060
C -4.69 -1.13 -1.56  -0.268
C -5.37 -2.31 -1.88  -0.019
C -4.73 -3.24 -2.67  -0.099
C -3.38 -3.09 -2.97  -0.106
C -2.71 -1.94 -2.61  -0.082
C -3.38 -0.89 -1.97  -0.009
H -6.40 -2.41 -1.56  0.118
H -5.33 -4.07 -3.03  0.107
H -2.85 -3.83 -3.55  0.105
H -1.65 -1.86 -2.82  0.101
H -2.87 0.01 -1.66  0.089
F 2.02 1.38 -5.72  0.049
C 0.76 1.62 -6.12  -0.286
C -0.23 1.60 -5.17  -0.026
C -1.57 1.68 -5.53  -0.072
C -1.86 1.94 -6.86  -0.097
C -0.86 2.00 -7.83  -0.076
C 0.47 1.86 -7.46  -0.016
H 0.03 1.48 -4.13  0.101
H -2.33 1.50 -4.78  0.103
H -2.92 1.95 -7.11  0.101
H -1.09 2.14 -8.88  0.104
H 1.34 1.98 -8.09  0.118
F -4.04 -5.99 3.59  0.052
C -3.48 -5.02 2.83  -0.294
C -3.62 -5.04 1.45  -0.014
C -3.09 -4.02 0.68  -0.057
C -2.43 -2.97 1.33  -0.082
C -2.28 -2.96 2.71  -0.085
C -2.76 -4.03 3.46  -0.021
H -4.25 -5.82 1.04  0.115
H -3.20 -3.97 -0.39  0.084
H -2.16 -2.13 0.70  0.085
H -1.85 -2.11 3.23  0.076
H -2.70 -4.00 4.54  0.116
F -0.97 1.23 -1.01  0.039
C -0.20 0.26 -0.46  -0.280
C 0.61 -0.47 -1.31  -0.021
C 1.46 -1.44 -0.80  -0.086
C 1.33 -1.83 0.55  -0.071
C 0.43 -1.16 1.35  -0.095
C -0.29 -0.07 0.88  -0.040
H 0.71 -0.20 -2.35  0.111
H 2.14 -2.02 -1.40  0.072
H 1.99 -2.59 0.94  0.076
H 0.33 -1.35 2.41  0.074
H -0.96 0.39 1.60  0.110
C 1.92 -3.56 4.33  -0.061
C 2.42 -2.22 3.98  -0.335
N 2.77 -1.17 3.68  0.148
H 0.83 -3.54 4.24  0.061
H 2.26 -3.69 5.36  0.082
H 2.34 -4.33 3.69  0.065
C 1.06 0.74 6.61  -0.049
C 0.41 -0.34 5.87  -0.256
N -0.18 -1.15 5.30  0.156
H 1.29 1.56 5.93  0.064
H 1.98 0.32 7.02  0.084
H 0.46 1.15 7.41  0.085
C 4.03 0.65 -0.38  -0.057
C 4.12 2.07 -0.76  -0.278
N 4.18 3.18 -1.04  0.120
H 3.48 0.58 0.56  0.080
H 5.03 0.25 -0.23  0.077
H 3.46 0.12 -1.14  0.046
C 2.79 -5.70 -0.37  -0.054
C 2.35 -5.13 -1.66  -0.272
N 2.02 -4.65 -2.65  0.141
H 3.84 -5.42 -0.29  0.055
H 2.62 -6.77 -0.37  0.081
H 2.22 -5.17 0.40  0.068
C 7.20 -3.63 2.07  -0.059
C 5.76 -3.63 1.93  -0.252
N 4.61 -3.57 1.82  0.161
H 7.52 -3.06 2.93  0.089
H 7.69 -3.22 1.19  0.069
H 7.55 -4.66 2.17  0.087


[4]
A gas-phase ion, C8H11N2S (charge +1), computed with ωB97M-V with the def2-TZVPD basis set.

Properties
frontier orbital gap (alpha / beta): 6.90 / 6.54 eV
HOMO (alpha / beta): -0.4462 / -0.4230 hartree
lowest unoccupied orbital energy (alpha / beta): -5.239 / -4.976 eV
total charge: +1
spin multiplicity: 1

Each line ends with the natural charge from an NBO analysis.
Atoms and positions in Å:
C -2.29 -1.92 0.32  -0.247
C -1.27 -1.00 0.28  0.009
C -3.55 -1.43 -0.07  -0.397
C 1.53 -0.27 -0.17  -0.133
C 1.32 0.57 0.96  0.011
C -1.02 1.39 0.21  0.439
C 2.82 -0.94 -0.34  -0.708
C -1.54 2.71 -0.13  -0.719
N 0.41 1.45 0.98  -0.355
N -1.72 0.27 0.06  -0.457
S -3.43 0.22 -0.28  0.697
H -2.24 -3.01 0.57  0.276
H -0.20 -1.12 0.40  0.259
H -4.52 -1.89 -0.35  0.299
H 1.02 -0.21 -1.05  0.205
H 2.01 0.69 1.79  0.236
H 3.67 -0.39 0.15  0.263
H 2.88 -1.72 0.48  0.257
H 3.12 -1.52 -1.30  0.265
H -0.65 3.37 -0.05  0.283
H -1.99 2.81 -1.08  0.254
H -2.37 3.10 0.55  0.263